No. 1
The following is a DFT calculation (ωB97M-V with the def2-TZVPD basis set) of a molecular structure, C5H11CuMgO4 at a distorted geometry.

Values from the calculation:
Total charge: 0
2S+1: 3
ΔE to the lowest compared entry with this formula, charge and spin, eV: 0.000
Kohn-Sham gap (spin up / spin down), eV: 5.08 / 7.86

Each line ends with the Mulliken spin population.
Geometry (Å):
1 O 0.2728 -0.4147 2.1699  -0.074
2 H -0.5716 -2.6963 -2.7853  0.000
3 H 2.4254 1.6165 0.6406  -0.001
4 O 1.0689 0.3067 -0.2258  0.004
5 H -0.2688 0.2451 -3.2458  0.000
6 H 1.0669 -0.8016 -2.6511  0.001
7 H 0.6885 1.9741 0.9244  -0.003
8 H -0.1921 1.6474 -1.2082  -0.001
9 H 1.5366 1.0293 2.9772  0.001
10 C 1.4388 0.3369 2.1215  0.054
11 H 2.3292 -0.3196 2.1381  0.000
12 O -0.7157 -0.9811 -1.6327  -0.005
13 C 0.6521 0.9365 -1.4274  0.002
14 H -1.8969 -1.5596 -3.2324  0.001
15 O -1.7954 -1.9904 1.3309  0.437
16 C -1.3345 -2.0043 -2.4003  0.000
17 Cu -0.3450 -1.0936 0.3647  0.632
18 C 0.2133 -0.1738 -2.3511  0.003
19 H -2.0197 -2.5368 -1.7323  0.002
20 C 1.4408 1.1714 0.8477  -0.003
21 Mg -0.9595 -1.7364 3.0426  0.951
22 H 1.4766 1.5033 -1.8832  0.000

No. 2
The following is a DFT calculation (ωB97M-V with the def2-TZVPD basis set) of 15 unconnected molecules or ions with the total composition H30O15 at a distorted geometry.

Values from the calculation:
Total charge: 0
2S+1: 1
ΔE to the lowest compared entry with this formula, charge and spin, eV: 1.806
Kohn-Sham gap, eV: 9.85

Each line ends with the natural charge from an NBO analysis.
Geometry (Å):
1 O -17.0013 7.6979 -6.0941  -0.996
2 H -18.4780 6.3464 -5.8762  0.499
3 H -13.1311 6.5228 -1.0174  0.484
4 O -18.8832 5.6640 -6.4004  -0.950
5 O -14.3003 9.3060 -2.4940  -0.983
6 H -19.8818 7.8617 -3.9425  0.494
7 H -18.7353 6.0090 -2.5402  0.504
8 H -16.0635 4.9687 -5.9193  0.488
9 H -13.5330 10.3515 -4.9450  0.471
10 O -14.2427 9.8967 -5.4139  -0.940
11 H -16.5073 7.7350 -4.2485  0.518
12 H -20.0915 5.4424 -2.9178  0.492
13 H -18.0793 9.9379 -4.2974  0.477
14 H -14.1480 6.1199 -7.3439  0.471
15 O -19.8210 7.3654 -0.4625  -0.974
16 H -14.5723 6.7925 -1.1828  0.471
17 H -16.6740 5.4419 -1.2009  0.473
18 H -14.9095 8.6923 -2.8700  0.490
19 O -16.3134 7.8206 -3.3148  -1.021
20 O -14.4925 6.9882 -7.0292  -0.965
21 H -16.2681 4.5632 -4.5486  0.474
22 H -17.1138 8.1252 -2.8913  0.494
23 O -13.8280 6.4700 -1.6405  -0.929
24 H -13.7422 8.7698 -1.8899  0.461
25 H -14.4418 6.0786 -4.3027  0.483
26 H -17.1102 8.8693 -1.0240  0.503
27 H -13.5687 6.8273 -3.3366  0.493
28 H -16.6015 6.0855 -2.5322  0.499
29 H -20.0744 6.9540 -1.2550  0.470
30 H -14.8134 9.6388 -4.6819  0.469
31 O -17.9675 8.8863 -1.5197  -0.960
32 H -16.9099 8.6196 -5.8736  0.495
33 O -19.5719 6.3016 -2.8984  -0.990
34 H -18.1444 9.8090 -1.7976  0.503
35 O -13.6922 6.6767 -4.3123  -0.999
36 O -17.1022 5.4096 -2.0430  -0.970
37 H -20.3259 9.2848 -4.0427  0.446
38 H -14.2896 7.0313 -6.0693  0.504
39 H -16.1258 7.3182 -6.2630  0.494
40 O -20.0951 8.5643 -4.6004  -0.948
41 O -17.3845 9.9824 -4.9093  -0.951
42 H -19.0951 7.8529 -0.8168  0.465
43 O -15.9718 5.2771 -5.0369  -0.949
44 H -18.7295 4.8101 -5.9254  0.446
45 H -17.1705 10.9047 -5.0876  0.493

No. 3
The following is a DFT calculation (ωB97M-V with the def2-TZVPD basis set) of a molecular structure, C4H6N5 at a distorted geometry.

Values from the calculation:
Total charge: -1
2S+1: 1
ΔE to the lowest compared entry with this formula, charge and spin, eV: 1.943
Kohn-Sham gap, eV: 8.27

Each line ends with the natural charge from an NBO analysis.
Geometry (Å):
1 N -0.8479 1.0188 -0.4544  -0.463
2 C -0.3290 -0.0684 -0.1386  0.369
3 C -2.2045 1.3533 -0.2693  -0.433
4 C -0.5854 -1.4079 0.4334  -0.771
5 H -1.2821 -1.9675 -0.1787  0.223
6 H -2.1745 2.3966 0.1475  0.193
7 H -2.7140 1.3302 -1.2247  0.197
8 N 2.4485 1.0460 -0.4970  -0.432
9 N 2.1899 -1.1215 0.0420  -0.472
10 H 0.4591 -1.7897 0.7963  0.317
11 N 3.4964 -0.7615 0.0152  -0.176
12 H -1.1268 -1.2730 1.3731  0.208
13 N 3.6673 0.4695 -0.2859  -0.158
14 C 1.6094 0.0266 -0.2852  0.235
15 H -2.6064 0.7484 0.5264  0.163

> ΔE to the lowest compared entry with this formula, charge and spin of number 2 (H30O15)?

1.806 eV